# 1
Entry from the Open Molecules 2025 dataset: C2H2F2S2 in the gas phase (the ωB97M-V functional and the def2-TZVPD basis).

Summary:
Calculated total energy: -1073.35076 hartree
E_HOMO (alpha / beta): -0.3095 / -0.3095 hartree
Energy above the lowest of the compared OMol25 structures with the same formula, charge and spin: 89.7 kcal/mol

Cartesian coordinates (Å):
1 C -1.08758 1.87047 -0.71005
2 C -1.32111 1.22154 0.51120
3 F -0.80971 3.06275 -1.19095
4 F -2.50031 1.34276 1.17499
5 S 0.42386 -1.33994 -0.92793
6 S -1.35235 0.34940 -1.16782
7 H -0.70310 1.01084 1.38731
8 H -0.86843 -1.72381 -0.79217



# 2
Entry from the Open Molecules 2025 dataset: 2 unconnected molecules or ions with the total composition C2H2F2S2 (the ωB97M-V functional and the def2-TZVPD basis).

Summary:
Calculated total energy: -1073.34103 hartree
E_HOMO (alpha / beta): -0.3418 / -0.3638 hartree
Energy above the lowest of the compared OMol25 structures with the same formula, charge and spin: 95.8 kcal/mol

Cartesian coordinates (Å):
1 C -1.56100 0.49146 -0.47560
2 C -0.73899 -0.46597 0.26467
3 F -2.06765 1.60271 0.05475
4 F -1.02604 -1.75992 -0.14543
5 S 2.85419 0.52221 -0.44482
6 S 0.04421 0.34418 -1.12034
7 H -0.64720 -0.44983 1.29133
8 H 3.14247 -0.28485 0.57544



# 3
Entry from the Open Molecules 2025 dataset: a gas-phase ion, C2H2F3N2 (charge +1) (the ωB97M-V functional and the def2-TZVPD basis).

Summary:
Calculated total energy: -486.10882 hartree
E_HOMO: -0.6153 hartree
SMILES: N=[N+]=CC(F)(F)F
Net charge: +1
Energy above the lowest of the compared OMol25 structures with the same formula, charge and spin: 31.9 kcal/mol

Cartesian coordinates (Å):
1 C 0.21195 -0.02005 0.60385
2 C -1.35643 0.10216 0.09471
3 N 2.13690 0.10584 -0.86527
4 N 1.20096 -0.08418 -0.18126
5 F -1.82696 0.97965 0.94318
6 F -1.60591 0.42866 -1.17697
7 F -1.84005 -1.10372 0.34308
8 H 0.27131 -0.12208 1.75727
9 H 2.80822 -0.28628 -1.51858



# 4
Entry from the Open Molecules 2025 dataset: 2 unconnected molecules or ions with the total composition C2H2F3NO (the ωB97M-V functional and the def2-TZVPD basis).

Summary:
Calculated total energy: -506.98723 hartree
E_HOMO: -0.4244 hartree
SMILES: N=C(F)F.O=CF
Energy above the lowest of the compared OMol25 structures with the same formula, charge and spin: 29.4 kcal/mol

Cartesian coordinates (Å):
1 C 0.42067 1.74116 0.98305
2 C -0.43225 -2.04189 -0.94296
3 N -1.09300 -1.23684 -0.34413
4 O -0.38566 1.09086 1.54313
5 F -0.70012 -2.72320 -2.07863
6 F 0.66819 -2.51848 -0.43147
7 F 0.19345 2.39875 -0.14229
8 H 1.47135 1.76810 1.30300
9 H -1.85921 -0.83037 -0.84796



# 5
Entry from the Open Molecules 2025 dataset: C2H2F4O in the gas phase (the ωB97M-V functional and the def2-TZVPD basis).

Summary:
Calculated total energy: -551.95732 hartree
E_HOMO: -0.4290 hartree
SMILES: FO[C@@H](F)C(F)F
Energy above the lowest of the compared OMol25 structures with the same formula, charge and spin: 99.2 kcal/mol

Cartesian coordinates (Å):
1 C 0.50742 0.28026 0.21188
2 C -1.08249 0.05213 -0.32126
3 O 1.17638 -0.67257 -0.37357
4 F 0.85165 1.50366 -0.30401
5 F -1.94884 0.67999 0.45020
6 F -1.23111 -1.31881 -0.14656
7 F 2.16781 -1.23800 0.51124
8 H 0.60571 0.30888 1.36112
9 H -1.04652 0.40446 -1.38904



# 6
Entry from the Open Molecules 2025 dataset: a gas-phase ion, C2H2F5NOP (charge -1) (the ωB97M-V functional and the def2-TZVPD basis).

Summary:
Calculated total energy: -1048.06112 hartree
E_HOMO: -0.1500 hartree
Net charge: -1
Energy above the lowest of the compared OMol25 structures with the same formula, charge and spin: 8.2 kcal/mol

Cartesian coordinates (Å):
1 C -0.12596 -0.29136 1.71669
2 C 0.59485 -0.03681 -0.63135
3 N -0.30437 -0.69405 0.42255
4 O -1.58961 -0.38103 -0.07130
5 F 1.21038 -0.29346 2.00493
6 F -0.51190 1.04147 2.07279
7 F -0.71773 -1.03650 2.60912
8 F 1.23486 -1.07066 -1.27440
9 F 1.61712 0.78732 -0.23154
10 P -0.76310 0.87392 -1.49370
11 H 0.36083 1.15230 -2.49777
12 H -1.00537 -0.05115 -2.62600



# 7
Entry from the Open Molecules 2025 dataset: a molecular structure, C2H2FFeO (the ωB97M-V functional and the def2-TZVPD basis).

Summary:
Calculated total energy: -1514.50607 hartree
E_HOMO (alpha / beta): -0.9095 / -1.0431 hartree
Net charge: +3
Energy above the lowest of the compared OMol25 structures with the same formula, charge and spin: 32.8 kcal/mol
2S+1: 7

Cartesian coordinates (Å):
1 H -0.20072 -1.17079 0.92219
2 C -0.38144 -0.63338 -0.01315
3 C -1.55227 0.15231 -0.04388
4 O -2.08422 1.16500 -0.04017
5 Fe 3.02625 1.00339 0.05114
6 F 1.30471 0.59802 0.08181
7 H -0.11231 -1.11456 -0.95794



# 8
Entry from the Open Molecules 2025 dataset: a molecular structure, C2H2FKLiO (the ωB97M-V functional and the def2-TZVPD basis).

Summary:
Calculated total energy: -859.76056 hartree
E_HOMO: -0.4011 hartree
Net charge: +1
Energy above the lowest of the compared OMol25 structures with the same formula, charge and spin: 0.0 kcal/mol

Cartesian coordinates (Å):
1 C 0.33972 -0.81131 -0.83631
2 F 1.35492 -0.07158 -1.31012
3 H 0.20913 -1.74515 -1.36489
4 C -0.81401 -0.18498 -0.09717
5 O -0.47683 0.84315 0.63821
6 K 2.07310 1.29765 0.58535
7 Li -0.96223 1.39280 2.25837
8 H -1.72380 -0.72058 0.12656



- energy above the lowest of the compared OMol25 structures with the same formula, charge and spin of number 8 (C2H2FKLiO)?
  0.0 kcal/mol